1.
# C28H36BBeBrCsF9MgN5O12S2

A molecular structure, C28H36BBeBrCsF9MgN5O12S2 at a distorted geometry (ωB97M-V/def2-TZVPD, the OMol25 dataset).

```
97
C28H36BBeBrCsF9MgN5O12S2 | the OMol25 dataset | ωB97M-V/def2-TZVPD
B -5.63701 -0.64577 -10.00024
H -3.88085 -0.02333 4.53846
H -1.24145 -1.38118 2.86070
C 3.37283 -0.35847 3.23984
C -3.50152 -2.26345 -4.64229
O -3.63779 -0.92264 -7.17423
H -5.83534 -4.84133 1.03745
N -6.75356 -0.04536 1.73058
H 7.97915 5.98734 -4.55350
H 8.67294 2.90961 -2.02803
F 8.10037 1.03243 1.06772
Be -7.62825 -5.58038 -0.61659
N 0.97019 2.31906 4.15261
O -3.97956 -2.67072 1.54122
C 8.22786 3.92936 -3.86733
C -3.78496 -3.31165 -5.69134
C 2.66253 -2.65970 5.01642
F 7.32273 3.51837 5.20144
O -3.72339 -4.56918 -4.95480
N 0.97611 -0.42025 3.37029
H 5.50586 -0.13598 3.13176
C -0.10306 1.60347 4.01204
N -4.98107 -0.06658 0.27675
C -2.57701 0.30773 2.84452
C -3.02965 -4.93689 0.58524
C 8.25694 3.85983 -2.36110
H -1.73920 -0.89078 4.45293
Br 8.12520 5.94058 4.79173
H -3.40350 -5.43227 1.48184
O -5.54047 0.77549 -9.51503
H -2.43443 -2.19805 -4.42250
H -3.14431 -0.38667 2.23172
O -4.17771 -2.75317 -3.45913
H -6.54652 -0.80068 2.37991
H -3.06050 -3.30107 -6.49561
F 4.95558 -3.34681 3.83990
F -6.94432 -1.07628 -9.96964
C -4.33330 -0.61624 -8.11276
C -4.80262 0.82039 -8.44102
C 4.56004 0.34536 3.34008
C 2.59684 -2.61243 3.63769
F -5.09666 -0.76510 -11.25630
H -2.21548 1.13922 2.24632
H -5.69142 1.13128 3.84200
O 6.56525 2.45530 -6.43095
H 1.84088 -3.23171 3.15692
F 6.70255 1.85312 2.89859
O -4.52694 1.79613 -7.79742
C -0.12796 0.23624 3.60914
F 5.64969 2.47943 6.14076
N -4.84011 1.59791 1.91142
H -6.34888 -3.50723 -0.04275
H -5.17644 2.49081 1.56506
H 6.50263 5.26201 -3.87515
H 1.72917 -2.72604 5.56441
C 2.13032 0.29144 3.49870
H -5.54174 -4.95449 -0.74349
O -3.07930 -4.76183 -2.60405
O -5.47248 -4.80715 -3.23632
F 5.66368 3.71897 3.27776
S -4.14290 -4.33657 -3.45447
C 5.85354 2.45101 3.73707
H -3.02711 1.51815 4.59189
H -3.87384 -1.28502 -4.91730
H -7.33290 0.64484 2.22737
H -3.10292 -5.59533 -0.27885
H 4.53813 -2.19406 2.96932
H 7.25049 3.92714 -1.94408
H 3.16981 -1.93392 1.76417
C 7.00865 3.18720 -5.61342
H 3.59210 -2.66060 5.56940
H -4.09690 0.39606 0.07478
C 3.39935 -1.79111 2.82158
H 9.24754 3.93738 -4.26324
C 7.41495 5.06388 -4.44417
S -3.98285 -3.45310 0.27348
O -4.81348 -1.42880 -9.00205
C 6.52619 2.46340 5.14818
F 7.31250 1.39314 5.24307
C 3.35099 2.32872 3.94955
H -4.78620 -3.20261 -6.10512
O 7.04296 4.54294 -5.72355
C -5.51480 0.49013 1.26145
C 4.54494 1.70582 3.68286
H 3.33634 3.37350 4.22615
C -4.78740 1.55251 3.38280
H 8.86178 4.67009 -1.94980
C 2.12084 1.64279 3.86684
C -1.42708 -0.50754 3.48036
C -5.59980 -4.28412 0.12462
H -1.99332 -4.64100 0.73135
Cs 8.71218 6.28121 2.16548
H -1.04818 2.09105 4.20444
H -4.73974 2.59098 3.71998
Mg -7.56285 2.65542 2.79125
C -3.53239 0.81226 3.93571
O 7.55079 2.79413 -4.42943
```

Values from the calculation:
Spin multiplicity: 1
HOMO (eV): -9.8
LUMO level (eV): -8.964
Orbital gap (eV): 0.9
Net charge: +1

Taken from the Mulliken analysis, the atomic charges in e are: 0.51, 0.45, 0.36, 0.51, -0.23, -0.62, 0.58, -0.33, 0.31, 0.37, -0.52, 0.37, -0.57, -0.62, 0.54, -0.38, -0.46, -0.08, -0.31, -0.30, 0.59, -0.44, -0.33, -0.02, -1.06, -1.41, 0.44, -0.70, 0.39, -0.38, 0.25, -0.25, -0.29, 0.32, 0.36, -0.53, -0.32, 0.72, 0.55, -0.74, -0.03, -0.32, 0.56, 0.35, -0.50, 0.40, -0.18, -0.55, 0.44, -0.25, -0.25, 0.42, 0.35, 0.30, 0.32, 0.34, 0.34, -0.55, -0.60, -0.33, 1.15, 0.59, 0.28, 0.34, -0.08, 0.39, 0.42, 0.33, 0.46, 0.63, 0.33, 0.28, -0.13, 0.25, -0.49, 0.65, -0.39, 0.74, -0.25, -0.30, 0.29, -0.31, 0.09, -0.60, 0.62, -0.66, 0.35, 0.06, -1.01, -1.28, 0.31, 0.96, 0.33, 0.55, 0.43, -0.99, -0.36

2.
# C19H16N2O5S

C19H16N2O5S in the gas phase (ωB97M-V/def2-TZVPD, the OMol25 dataset).

```
43
C19H16N2O5S | the OMol25 dataset | ωB97M-V/def2-TZVPD
C -4.40586 -0.67364 -0.05291
C 3.70843 0.34140 1.35890
C 4.39810 -1.65461 0.20774
C 0.25796 0.21514 -0.42826
O 4.93191 -1.38557 2.48920
C 1.36118 2.47599 -0.43148
H 3.65858 0.93621 2.26214
H -1.59852 -0.61059 1.82350
O 1.03301 3.64439 -0.43852
N -2.53801 -2.21933 0.00309
C -2.54599 -0.28537 1.42233
H 3.88278 -1.75550 -1.85662
C -0.53014 -0.72488 -1.05319
C -3.16910 -1.06026 0.45196
H -5.96717 0.77792 0.02577
C 3.20015 0.06273 -0.97661
C -5.00588 0.48186 0.41717
C -4.38962 1.26407 1.37323
H 2.78091 0.44328 -1.89411
H 0.15746 2.60675 -2.80593
C -1.06536 -0.50665 -2.30827
H -4.89395 -1.28017 -0.80099
H -3.02919 -2.73817 -0.70771
C -0.03490 1.65905 -2.32580
C 3.11950 0.81346 0.19058
O -0.21990 -2.24868 1.06306
H -1.73698 1.25230 3.10857
H -4.84493 2.16807 1.74209
C 0.53333 1.41317 -1.08030
C -3.15341 0.87460 1.88241
H 4.88986 -2.61249 0.23767
N 2.48173 2.06449 0.22078
S -0.87538 -2.26646 -0.20867
C 3.82942 -1.16995 -0.95226
H 2.92440 2.78412 0.77993
H -1.24586 0.89539 -3.91589
H 0.64920 -0.00841 0.55122
H -1.65526 -1.27989 -2.77464
O -2.57066 1.65067 2.82977
O -0.64718 -3.37009 -1.09028
H 4.80152 -0.78356 3.23193
C -0.82298 0.70085 -2.94236
C 4.34680 -0.89163 1.37176
```

Values from the calculation:
Spin multiplicity: 1
HOMO (eV): -8.6
LUMO level (eV): 0.097
Orbital gap (eV): 8.7
Relative energy (zero: lowest compared OMol25 entry of this formula, charge and spin) (kJ/mol): 76.2
SMILES: O=C(Nc1cccc(O)c1)c1cccc(S(=O)(=O)Nc2cccc(O)c2)c1

Taken from the natural (NBO) analysis, the atomic charges in e are: -0.32, -0.36, -0.31, -0.10, -0.67, 0.66, 0.21, 0.23, -0.58, -0.87, -0.38, 0.22, -0.36, 0.26, 0.22, -0.27, -0.16, -0.30, 0.22, 0.24, -0.17, 0.21, 0.42, -0.14, 0.17, -0.93, 0.48, 0.23, -0.16, 0.34, 0.23, -0.61, 2.32, -0.17, 0.41, 0.22, 0.24, 0.23, -0.66, -0.93, 0.48, -0.21, 0.41

3.
# C6H9N

C6H9N in the gas phase at a distorted geometry (ωB97M-V/def2-TZVPD, the OMol25 dataset).

```
16
C6H9N | the OMol25 dataset | ωB97M-V/def2-TZVPD
C 1.11476 -0.59419 0.05188
H 0.79169 -1.40855 2.07028
H 0.40587 -2.82949 0.15060
H -0.54054 -1.79869 -0.85067
H -2.33042 1.99757 0.31629
C 0.45921 -0.64400 1.37067
H -0.98222 3.07978 0.21073
N 0.50481 0.57268 -0.50522
H 2.20241 -0.59276 -0.07728
C -1.34784 2.11359 -0.12169
C -0.46900 0.99537 0.31495
H -1.46781 2.16781 -1.19881
C -0.56687 0.25546 1.53028
H 1.06987 -2.28032 -1.32919
C 0.47026 -1.95665 -0.50111
H 0.68583 0.92235 -1.43171
```

Values from the calculation:
Spin multiplicity: 1
HOMO (eV): -7.1
LUMO level (eV): 0.389
Orbital gap (eV): 7.5
Relative energy (zero: lowest compared OMol25 entry of this formula, charge and spin) (kJ/mol): 333.8
SMILES: CC1=C=C[C@@H](C)N1

Taken from the natural (NBO) analysis, the atomic charges in e are: -0.14, 0.20, 0.23, 0.22, 0.26, -0.15, 0.25, -0.54, 0.23, -0.68, 0.33, 0.21, -0.44, 0.20, -0.59, 0.41